69
Properties=species:S:1:pos:R:3:forces:R:3 method="wB97M-V/def2-TZVPD" homo_energy_ev="-2.6618 / -2.6274" e_above_lowest_kj_mol=0.0 s_squared=6.009 lumo_ev="3.73 / 3.73" spin_multiplicity=5 energy_ha=-4051.3530 total_charge=-2
Fe 1.336581 -0.224807 -0.641134 0.443 -0.821 -0.426
C -2.490440 -0.758177 1.348097 -0.076 0.069 0.145
N -1.634744 -1.629305 0.601024 0.074 -0.212 -0.110
C -0.811189 -2.546789 1.350124 0.171 0.132 -0.176
C 0.421503 -1.969493 1.983662 0.216 0.132 -0.040
N 1.088387 -0.923092 1.603629 0.122 -0.021 0.318
C 2.133445 -0.788291 2.528444 -0.110 0.005 -0.458
C 3.146328 0.165421 2.611068 0.067 0.012 0.078
C 4.069015 0.029303 3.635832 -0.085 -0.059 0.004
C 4.000469 -1.027844 4.555927 -0.018 0.018 -0.036
C 3.002134 -1.983688 4.477462 0.006 0.032 -0.016
C 2.079234 -1.837172 3.448205 -0.083 -0.155 0.070
N 0.967330 -2.571210 3.081565 0.023 -0.041 0.347
C -1.984361 0.625761 1.640814 -0.398 0.070 0.114
N -0.764920 1.040875 1.708957 -0.258 0.274 -0.200
C -0.856427 2.407396 1.914104 0.125 0.205 0.125
C 0.164852 3.350703 1.988338 0.219 0.090 -0.022
C -0.198026 4.673993 2.183811 -0.128 -0.035 0.021
C -1.547167 5.057033 2.300100 0.127 -0.144 -0.036
C -2.574444 4.127795 2.216160 0.128 -0.001 0.001
C -2.196972 2.803337 2.018963 -0.138 -0.051 -0.032
N -2.914121 1.628637 1.854070 0.181 0.188 -0.043
H -2.749922 -1.233885 2.299126 0.008 -0.076 0.027
H -3.440866 -0.638369 0.812163 -0.040 0.053 -0.025
H -1.120377 -1.126537 -0.113737 -0.048 -0.094 -0.108
H -0.495847 -3.371955 0.708030 0.009 -0.022 -0.117
H -1.424494 -2.979258 2.143877 -0.029 -0.107 0.036
H 3.206417 0.959904 1.877175 -0.001 -0.084 0.068
H 4.872049 0.750856 3.721352 0.000 0.000 -0.003
H 4.746967 -1.103425 5.338190 -0.005 0.002 -0.010
H 2.952657 -2.807250 5.179836 -0.011 0.002 -0.018
H 0.695971 -3.470780 3.434185 0.023 0.009 0.007
H 1.203127 3.047665 1.849733 -0.286 0.048 0.000
H 0.574642 5.433376 2.228909 -0.064 -0.040 -0.025
H -1.791144 6.103117 2.439566 0.005 0.008 0.010
H -3.613559 4.425997 2.289333 0.004 0.001 0.001
H -3.910139 1.533421 1.776686 0.021 0.009 -0.033
O 0.558976 -6.191825 -4.919051 -0.167 0.007 -0.035
C -0.295966 -5.283644 -4.945858 -0.034 -0.118 -0.140
O -1.346986 -5.182245 -5.619848 0.140 -0.074 0.003
C -0.020823 -4.099217 -4.009082 0.045 0.133 0.128
C -0.550844 -2.841829 -4.271142 -0.096 0.087 -0.053
C -0.299972 -1.792347 -3.408204 0.207 -0.066 0.359
N 0.425767 -1.919747 -2.287029 -0.108 -0.051 -0.378
C 0.945657 -3.127214 -2.046768 0.004 0.305 -0.058
C 0.758730 -4.226061 -2.869826 -0.042 -0.102 0.040
C 1.785791 -3.188205 -0.798926 0.033 -0.099 0.652
O 1.920563 -4.273066 -0.222931 0.107 0.069 -0.095
O 2.240553 -2.066239 -0.386378 0.082 0.031 -0.337
H -1.166114 -2.707209 -5.150968 0.002 -0.006 -0.002
H -0.676672 -0.801988 -3.614811 -0.084 0.174 0.036
H 1.210422 -5.175409 -2.619619 0.015 0.027 -0.007
C -2.924251 1.345184 -2.880112 0.028 0.072 0.027
N -1.782645 2.154398 -2.518865 0.132 0.034 0.085
C -1.747612 3.537033 -2.940784 -0.035 0.018 -0.024
C -0.745141 1.668726 -1.808948 -0.157 0.044 -0.092
O -0.699093 0.512638 -1.388746 -0.029 -0.130 0.408
H -3.823138 1.674887 -2.347282 0.012 0.014 -0.018
H -2.726938 0.306834 -2.628588 0.068 -0.022 0.036
H -3.109209 1.424037 -3.954027 -0.010 -0.017 -0.002
H -1.815208 3.611194 -4.029474 -0.009 -0.016 -0.013
H -0.807655 3.985236 -2.619316 -0.019 -0.033 0.003
H -2.576116 4.101881 -2.501786 -0.012 -0.008 0.001
H 0.057210 2.389883 -1.631016 0.021 0.053 0.025
O 2.391883 1.410492 0.059809 -0.233 0.329 -0.124
S 2.663784 2.330151 -1.133710 -0.187 -0.366 0.188
O 4.011181 2.853954 -1.094334 0.048 0.042 0.062
O 1.626555 3.374038 -1.139502 0.211 0.082 -0.107
S 2.375361 1.022418 -2.666529 -0.124 0.191 -0.003